# C11H19N2OP

An isolated molecule of C11H19N2OP in a non-equilibrium geometry (ωB97M-V with the def2-TZVPD basis set, OMol25).

Geometry as XYZ:
```
34
C11H19N2OP | OMol25 | ωB97M-V with the def2-TZVPD basis set
C -4.2026 -0.2602 1.5365
C -3.3041 -0.6456 0.5923
C -2.9010 0.2737 -0.5323
C -1.7996 -0.0182 -1.2060
C -0.8664 -1.1337 -0.8559
P 0.6648 -0.2597 -0.1304
O 0.9992 -0.8170 1.1367
N 1.9550 -0.4679 -1.1798
C 3.2311 -0.6216 -0.4055
C 4.4522 -0.0173 -1.0261
N 0.6356 1.5374 -0.0638
C 0.3892 2.1192 1.2221
C -1.0644 2.7052 1.3410
C -1.2455 -1.9619 0.4287
C -2.4697 -1.7841 0.9753
H -4.5925 0.7449 1.4604
H -4.4915 -1.0292 2.1231
H -3.4582 1.2462 -0.8679
H -1.4085 0.6891 -2.0500
H -0.7140 -1.8241 -1.6656
H 1.9515 0.0780 -2.0384
H 3.2523 -1.6745 -0.2129
H 3.0974 -0.1433 0.5100
H 5.4018 -0.4093 -0.6083
H 4.6615 0.0401 -2.0659
H 4.4760 0.9691 -0.5996
H 0.8010 2.0810 -0.9359
H 1.0469 3.0854 1.5046
H 0.5360 1.3525 1.9441
H -1.8443 2.1953 0.7754
H -1.2099 2.8469 2.3715
H -1.1115 3.7527 1.0109
H -0.6186 -2.8117 0.8470
H -2.8885 -2.3454 1.8737
```

As for the SMILES: C=C1C=CC(P(=O)(NCC)NCC)C=C1. The gap between HOMO and LUMO (spin up / spin down) is 0.32516 / 0.32514 hartree. The value obtained for the energy above the lowest of the compared OMol25 structures with the same formula, charge and spin is 4.4623 eV. Its multiplicity is 1. Its total charge is 0. As for the lowest unoccupied orbital energy (spin up / spin down): 0.77 / 0.77 eV.

Charges obtained by natural (NBO) population analysis, quoted in units of e: -0.3758 -0.0660 -0.2270 -0.1696 -0.6220 2.2287 -1.1070 -1.0116 -0.2054 -0.6361 -0.9904 -0.2093 -0.6311 -0.1690 -0.2154 0.2020 0.1920 0.2302 0.2104 0.2632 0.3906 0.1951 0.2044 0.2215 0.2131 0.2091 0.4030 0.1778 0.2226 0.2131 0.2069 0.1919 0.2441 0.2161

# C13H21MnN6O4S3

A structure of composition C13H21MnN6O4S3 in a non-equilibrium geometry (ωB97M-V with the def2-TZVPD basis set, OMol25).

Geometry as XYZ:
```
48
C13H21MnN6O4S3 | OMol25 | ωB97M-V with the def2-TZVPD basis set
Mn 1.7801 0.6224 0.3404
C 1.1248 -1.6432 5.0716
C -0.2356 -0.9857 4.8716
N -0.7610 -1.1934 3.5193
C -0.2441 -0.5171 2.4402
S 0.3737 1.0774 2.6011
N -0.3672 -1.2069 1.3104
N 0.1588 -0.5836 0.2532
C -0.0924 -1.0758 -0.8911
C -0.9105 -2.3066 -1.1112
C 0.4993 -0.3408 -2.0117
C 0.3037 -0.6947 -3.3378
C 0.9048 0.0530 -4.3343
C 1.6913 1.1363 -3.9851
C 1.8399 1.4188 -2.6414
N 1.2404 0.7114 -1.6890
H 1.5351 -1.4056 6.0568
H 1.8211 -1.2793 4.3099
H 1.0529 -2.7319 4.9783
H -0.1470 0.0847 5.0177
H -0.9716 -1.3738 5.5749
H -0.9008 -2.1658 3.2784
H -1.2914 -2.6542 -0.1576
H -0.2940 -3.0962 -1.5565
H -1.7520 -2.1215 -1.7902
H -0.2984 -1.5672 -3.5696
H 0.7712 -0.2125 -5.3776
H 2.1966 1.7375 -4.7304
H 2.4429 2.2500 -2.2972
O 5.2952 -0.2856 0.8082
S 3.9250 -0.1267 0.4017
O 2.9071 -0.5272 1.4724
O 3.5307 1.3478 0.1859
O 3.5316 -0.8395 -0.8284
C -2.5360 1.2071 -2.4763
N -1.7309 2.2587 -1.8611
C -1.2691 2.3554 -0.5850
S 0.0833 3.3392 -0.2813
N -1.8762 1.7377 0.4379
C -2.9550 0.7565 0.4265
H -2.1990 1.0805 -3.5032
H -3.5997 1.4545 -2.4951
H -2.4014 0.2536 -1.9700
H -1.1769 2.8206 -2.4803
H -1.2772 1.7126 1.2562
H -3.7328 1.0325 -0.2812
H -3.3946 0.7419 1.4228
H -2.5946 -0.2552 0.2076
```

The gap between HOMO and LUMO (spin up / spin down) is 0.26004 / 0.24480 hartree. Its multiplicity is 2. Its total charge is -1. As for the lowest unoccupied orbital energy (spin up / spin down): 2.45 / 2.45 eV.

Charges obtained by natural (NBO) population analysis, quoted in units of e: 1.0250 -0.6292 -0.2163 -0.6109 0.3006 -0.2752 -0.4800 -0.2231 0.1576 -0.6810 0.1895 -0.2569 -0.1651 -0.2802 0.1124 -0.4647 0.2017 0.2461 0.1907 0.2247 0.1787 0.3792 0.2606 0.2268 0.2013 0.2158 0.2077 0.2173 0.2261 -0.9806 2.4970 -0.9786 -1.0086 -1.0112 -0.4142 -0.6281 0.3459 -0.3180 -0.6376 -0.4158 0.2103 0.1830 0.2085 0.4139 0.4476 0.1922 0.2141 0.2011

# C5H11NO

A cluster of 4 separate species, C5H11NO in total (ωB97M-V with the def2-TZVPD basis set, OMol25).

Geometry as XYZ:
```
18
C5H11NO | OMol25 | ωB97M-V with the def2-TZVPD basis set
C -1.8465 -0.5850 -0.6118
C -1.1966 0.6118 -0.8105
C 0.7610 0.5863 0.2608
C 0.3894 1.3021 1.5277
N 1.1607 -0.6657 0.3632
C 1.8987 -1.1742 -0.7131
O 2.5789 -0.5178 -1.4691
H -1.9463 -1.2985 -1.4256
H -0.8334 -1.6369 0.0835
H -2.5738 -0.6900 0.1894
H -0.7705 0.8204 -1.7873
H -1.4815 1.4742 -0.2178
H 1.1272 1.1635 -0.5870
H -0.0527 2.2818 1.3321
H -0.3087 0.6993 2.1174
H 1.2925 1.4442 2.1325
H -0.0396 -1.5410 0.3954
H 1.8413 -2.2745 -0.7799
```

The gap between HOMO and LUMO is 0.34787 hartree. The value obtained for the energy above the lowest of the compared OMol25 structures with the same formula, charge and spin is 4.6954 eV. Its multiplicity is 1. Its total charge is 0. As for the lowest unoccupied orbital energy: 0.37 eV.

Charges obtained by natural (NBO) population analysis, quoted in units of e: -0.3922 -0.4811 0.1360 -0.6616 -0.5861 0.5357 -0.5649 0.2196 -0.0203 0.2172 0.2154 0.2141 0.2174 0.2144 0.2244 0.2343 0.1608 0.1168